No. 1
C37H33ClIrN3O8S3 as an isolated structure, computed with wB97M-V/def2-TZVPD.

The geometry in ORCA input format:
```
! wB97M-V def2-TZVPD RIJCOSX def2/J DEFGRID3
* xyz -1 6
Ir 0.24 -0.56 -0.22
C -3.91 -3.06 -1.97
O -3.64 -2.87 -3.33
C -2.98 -1.79 -3.72
C -3.39 -1.26 -4.95
C -2.88 -0.13 -5.47
C -1.92 0.57 -4.74
C -1.34 0.09 -3.59
C -0.19 0.81 -3.08
N 0.54 0.48 -2.06
N 1.76 1.21 -2.14
C 2.56 1.00 -1.08
O 2.33 0.22 -0.09
C 3.87 1.73 -1.17
C 4.19 2.49 -2.35
C 5.40 3.13 -2.42
C 6.34 2.89 -1.40
C 6.04 2.19 -0.24
C 4.78 1.56 -0.14
C -1.87 -1.10 -2.98
O -1.39 -1.60 -1.95
H -4.98 -3.00 -1.83
H -3.55 -2.25 -1.38
H -3.60 -4.08 -1.69
H -4.26 -1.77 -5.38
H -3.20 0.37 -6.35
H -1.51 1.49 -5.12
H 0.17 1.62 -3.67
H 3.51 2.48 -3.19
H 5.75 3.69 -3.31
H 7.32 3.31 -1.41
H 6.83 1.97 0.51
H 4.51 0.95 0.71
C -2.45 -1.94 2.30
N -1.14 -2.49 2.00
C -0.56 -3.16 3.14
C -1.30 -3.36 0.83
C 0.06 -3.71 0.31
C 0.55 -5.02 0.42
C 1.84 -5.31 0.02
C 2.67 -4.33 -0.49
C 2.19 -3.02 -0.57
C 0.95 -2.62 -0.09
H -3.22 -2.70 2.61
H -2.89 -1.42 1.44
H -2.27 -1.23 3.09
H -1.06 -4.07 3.53
H -0.42 -2.40 3.97
H 0.48 -3.48 2.86
H -1.89 -2.81 0.10
H -1.87 -4.25 1.00
H -0.05 -5.81 0.89
H 2.23 -6.32 0.06
H 3.68 -4.68 -0.75
H 2.85 -2.23 -0.95
O -0.52 0.37 1.35
C -0.19 1.57 2.11
C -1.55 2.19 2.53
C -1.69 3.50 2.93
C -3.02 3.86 3.03
C -3.85 2.81 2.71
S -3.04 1.44 2.26
C 0.55 2.51 1.24
C 0.13 2.96 0.01
C 1.02 3.89 -0.55
C 2.10 4.13 0.23
S 2.05 3.20 1.61
C 0.68 1.17 3.37
C 1.73 0.36 3.38
C 2.36 0.26 4.67
C 1.79 1.04 5.57
S 0.50 1.95 4.92
H -0.89 4.20 3.06
H -3.40 4.85 3.21
H -4.91 2.86 2.65
H -0.85 2.66 -0.34
H 0.91 4.29 -1.61
H 3.01 4.65 -0.02
H 2.04 -0.14 2.52
H 3.21 -0.30 4.98
H 2.11 1.20 6.59
O -5.18 1.49 -0.82
Cl -4.04 0.82 -1.37
O -4.39 0.17 -2.60
O -3.03 1.77 -1.68
O -3.55 -0.18 -0.48
*
```

Summary:
**Kohn-Sham gap (alpha / beta)**: 7.23 / 5.85 eV
**Relative energy (zero: lowest compared OMol25 entry of this formula, charge and spin)**: 0.0 kJ/mol
**Energy**: -3954.58019 a.u.

Results of the Löwdin charge analysis, in e, for atoms 1 through 2: 1.595, -0.051

No. 2
C37H33N7O5S4SeV as an isolated structure, computed with wB97M-V/def2-TZVPD.

The geometry in ORCA input format:
```
! wB97M-V def2-TZVPD RIJCOSX def2/J DEFGRID3
* xyz -2 4
V -0.61 0.48 0.10
C -3.82 3.57 0.63
O -2.85 4.50 1.11
C -2.01 4.03 2.09
C -1.86 4.79 3.22
C -1.04 4.38 4.27
C -0.40 3.15 4.16
C -0.52 2.36 3.01
C 0.05 1.01 3.06
N -0.01 0.16 2.11
N 0.35 -1.15 2.42
C 0.12 -1.91 1.38
O -0.39 -1.53 0.26
C 0.41 -3.36 1.53
C -0.17 -4.28 0.66
C 0.09 -5.63 0.79
C 0.96 -6.08 1.78
C 1.57 -5.17 2.63
C 1.29 -3.81 2.51
C -1.29 2.81 1.90
O -1.40 2.18 0.77
H -4.58 4.17 0.12
H -4.29 3.03 1.46
H -3.39 2.84 -0.05
H -2.42 5.72 3.28
H -0.93 4.98 5.16
H 0.20 2.78 4.98
H 0.47 0.68 4.01
H -0.82 -3.89 -0.12
H -0.38 -6.34 0.12
H 1.17 -7.14 1.87
H 2.27 -5.51 3.39
H 1.77 -3.08 3.15
O -2.24 -1.45 -5.45
C -3.01 -0.46 -4.98
C -4.11 -0.06 -5.74
C -4.94 0.95 -5.30
C -4.69 1.59 -4.09
C -3.59 1.20 -3.33
C -2.74 0.18 -3.76
C -1.57 -0.18 -2.90
O -1.39 0.44 -1.82
N -0.82 -1.16 -3.37
N 0.30 -1.36 -2.60
C 0.87 -2.47 -2.68
S 0.34 -3.84 -3.70
C 1.51 -5.02 -2.96
C 2.78 -4.27 -2.61
S 2.32 -2.77 -1.72
H -1.51 -1.57 -4.76
H -4.29 -0.58 -6.68
H -5.79 1.24 -5.90
H -5.33 2.39 -3.74
H -3.35 1.67 -2.39
H 1.69 -5.81 -3.68
H 1.07 -5.44 -2.06
H 3.34 -4.02 -3.52
H 3.41 -4.87 -1.95
S 3.73 -0.45 1.44
C 3.65 0.05 -0.19
N 2.59 0.34 -0.91
C 2.92 0.70 -2.21
C 2.01 1.09 -3.19
C 2.46 1.42 -4.46
C 3.82 1.37 -4.77
C 4.75 1.01 -3.80
C 4.30 0.67 -2.53
S 5.18 0.19 -1.11
H 0.96 1.13 -2.94
H 1.75 1.72 -5.22
H 4.16 1.63 -5.77
H 5.80 0.98 -4.04
C 2.26 5.50 2.03
N 1.19 5.75 1.09
C 0.26 6.78 1.16
C -0.63 6.58 0.18
N -0.25 5.44 -0.50
C -0.99 4.81 -1.57
C 0.88 4.91 0.06
Se 1.79 3.41 -0.44
H 2.58 6.45 2.45
H 3.08 5.02 1.50
H 1.92 4.83 2.82
H 0.31 7.53 1.93
H -1.52 7.13 -0.08
H -1.06 5.48 -2.43
H -1.99 4.55 -1.22
H -0.46 3.90 -1.85
*
```

Summary:
**Kohn-Sham gap (alpha / beta)**: 5.54 / 5.54 eV
**Relative energy (zero: lowest compared OMol25 entry of this formula, charge and spin)**: 6.6 kJ/mol
**Energy**: -7127.61112 a.u.

Results of the Löwdin charge analysis, in e, for atoms 1 through 2: 0.931, -0.080

No. 3
C37H34AsGeNOV as an isolated structure, computed with wB97M-V/def2-TZVPD.

The geometry in ORCA input format:
```
! wB97M-V def2-TZVPD RIJCOSX def2/J DEFGRID3
* xyz 0 2
V 1.01 -1.48 0.82
C 0.46 -1.01 5.12
C -0.07 -2.28 5.33
C -0.38 -3.09 4.26
C -0.14 -2.63 2.96
C 0.41 -1.35 2.71
C 0.70 -0.56 3.83
C -0.49 -3.42 1.75
C -0.93 -4.78 1.79
C -1.27 -5.42 0.66
C -1.19 -4.77 -0.59
C -1.50 -5.41 -1.81
C -1.34 -4.76 -3.00
C -0.86 -3.43 -3.01
C -0.57 -2.78 -1.84
C -0.73 -3.44 -0.61
N -0.40 -2.77 0.58
H 0.70 -0.38 5.97
H -0.26 -2.63 6.34
H -0.81 -4.07 4.44
H 1.11 0.44 3.69
H -0.99 -5.28 2.74
H -1.59 -6.46 0.69
H -1.86 -6.44 -1.79
H -1.56 -5.27 -3.93
H -0.73 -2.91 -3.95
H -0.21 -1.76 -1.83
C 2.67 0.08 -2.12
As 3.12 -0.14 -0.25
C 3.25 1.26 1.08
C 5.05 -0.18 -0.59
O 2.90 -1.72 0.42
H 3.20 0.97 -2.48
H 1.61 0.16 -2.30
H 3.08 -0.79 -2.62
H 3.66 2.16 0.62
H 3.95 0.87 1.81
H 2.29 1.45 1.52
H 5.41 0.78 -0.94
H 5.28 -0.94 -1.33
H 5.57 -0.44 0.33
C 0.59 0.02 0.13
Ge -0.37 1.55 -0.50
C 0.77 3.12 -0.72
C 1.00 3.90 0.42
C 1.86 4.99 0.38
C 2.52 5.31 -0.81
C 2.30 4.56 -1.95
C 1.43 3.47 -1.91
C -1.71 2.06 0.83
C -1.87 1.35 2.01
C -2.83 1.73 2.94
C -3.65 2.83 2.69
C -3.50 3.55 1.50
C -2.53 3.16 0.58
C -1.41 1.09 -2.09
C -1.35 1.74 -3.33
C -2.16 1.35 -4.38
C -3.06 0.30 -4.22
C -3.16 -0.34 -2.98
C -2.34 0.05 -1.93
H 0.48 3.66 1.35
H 2.03 5.59 1.27
H 3.20 6.16 -0.84
H 2.80 4.81 -2.88
H 1.26 2.90 -2.81
H -1.23 0.50 2.21
H -2.95 1.18 3.87
H -4.40 3.12 3.41
H -4.14 4.40 1.30
H -2.42 3.73 -0.35
H -0.66 2.57 -3.47
H -2.10 1.86 -5.34
H -3.69 -0.01 -5.04
H -3.86 -1.16 -2.85
H -2.42 -0.44 -0.97
*
```

Summary:
**Kohn-Sham gap (alpha / beta)**: 6.37 / 6.76 eV
**Relative energy (zero: lowest compared OMol25 entry of this formula, charge and spin)**: 42.2 kJ/mol
**Energy**: -6816.92122 a.u.

Results of the Löwdin charge analysis, in e, for atoms 1 through 2: 0.630, -0.085

No. 4
A 6-piece molecular cluster, C37H34Br2ClF5N3P overall, computed with wB97M-V/def2-TZVPD.

The geometry in ORCA input format:
```
! wB97M-V def2-TZVPD RIJCOSX def2/J DEFGRID3
* xyz 0 1
C -2.30 3.89 3.03
C -1.59 3.27 4.41
Br 0.42 3.17 4.27
C -2.30 1.91 4.97
Br -1.98 1.94 6.99
C -1.87 0.51 4.27
C -1.45 0.63 2.67
N -1.23 1.14 1.47
P -0.36 -0.37 5.12
N -0.14 -1.87 4.48
C -3.09 -0.64 4.28
Cl -3.77 -0.99 5.96
C -4.31 -0.16 3.23
N -5.12 0.15 2.24
H -2.82 3.04 2.38
H -1.56 4.56 2.41
H -3.19 4.58 3.41
H -1.79 4.11 5.23
H -3.48 2.05 4.80
H -0.55 -0.58 6.53
H 0.90 0.33 4.84
H 0.81 -1.94 4.05
H -2.70 -1.68 3.85
F 0.67 -1.09 7.71
C 0.58 -1.19 9.05
C -0.67 -1.29 9.64
C -0.76 -1.40 11.03
C 0.40 -1.40 11.81
C 1.65 -1.30 11.20
C 1.74 -1.20 9.81
H -1.56 -1.27 9.02
H -1.74 -1.48 11.50
H 0.32 -1.49 12.89
H 2.55 -1.30 11.81
H 2.71 -1.13 9.32
F -1.70 -2.65 -5.06
C -1.58 -2.01 -3.89
C -0.71 -2.50 -2.92
C -0.58 -1.83 -1.71
C -1.34 -0.68 -1.47
C -2.22 -0.20 -2.44
C -2.33 -0.86 -3.66
H -0.13 -3.40 -3.13
H 0.10 -2.20 -0.95
H -1.24 -0.16 -0.51
H -2.81 0.70 -2.25
H -3.00 -0.49 -4.43
F 5.97 -3.94 -2.24
C 5.01 -4.03 -3.17
C 4.24 -2.92 -3.47
C 3.24 -3.01 -4.44
C 3.02 -4.22 -5.10
C 3.80 -5.34 -4.79
C 4.80 -5.24 -3.83
H 4.42 -1.98 -2.94
H 2.64 -2.14 -4.69
H 2.24 -4.29 -5.85
H 3.63 -6.28 -5.30
H 5.42 -6.10 -3.58
F 3.02 -0.08 -2.50
C 3.13 0.79 -3.51
C 2.01 1.51 -3.91
C 2.12 2.42 -4.96
C 3.34 2.58 -5.62
C 4.46 1.85 -5.21
C 4.35 0.95 -4.15
H 1.06 1.36 -3.40
H 1.25 3.00 -5.28
H 3.43 3.29 -6.44
H 5.41 1.98 -5.72
H 5.21 0.38 -3.82
F -0.74 3.04 -5.07
C -1.70 2.95 -6.00
C -2.47 4.06 -6.30
C -3.47 3.97 -7.27
C -3.69 2.76 -7.93
C -2.91 1.64 -7.62
C -1.91 1.74 -6.65
H -2.29 4.99 -5.77
H -4.07 4.84 -7.51
H -4.47 2.68 -8.68
H -3.09 0.69 -8.13
H -1.29 0.88 -6.41
*
```

Summary:
**Kohn-Sham gap**: 8.08 eV
**SMILES string**: C[C@H](Br)[C@H](Br)[C@@](C#N)([PH2]=N)[C@@H](Cl)C#N.Fc1ccccc1.Fc1ccccc1.Fc1ccccc1.Fc1ccccc1.Fc1ccccc1
**Energy**: -8043.17289 a.u.

Results of the Löwdin charge analysis, in e, for atoms 1 through 2: -0.144, -0.733

No. 5
C37H34BrF4NNiP3S as an isolated structure, computed with wB97M-V/def2-TZVPD.

The geometry in ORCA input format:
```
! wB97M-V def2-TZVPD RIJCOSX def2/J DEFGRID3
* xyz 1 1
Ni -0.79 -0.16 -0.76
F 7.04 -0.69 -1.28
C 5.77 -0.61 -0.92
C 5.41 -0.81 0.38
F 6.33 -1.09 1.28
C 4.09 -0.71 0.75
F 3.87 -0.88 2.05
C 3.05 -0.43 -0.15
P 1.28 -0.31 0.51
C 1.53 1.19 1.53
C 2.01 1.21 2.85
C 2.25 2.43 3.48
C 2.04 3.62 2.81
C 1.60 3.61 1.49
C 1.34 2.40 0.87
C 1.31 -1.76 1.62
C 0.73 -1.76 2.88
C 0.72 -2.92 3.65
C 1.28 -4.09 3.16
C 1.83 -4.11 1.89
C 1.84 -2.95 1.12
C 3.47 -0.19 -1.47
Br 2.34 0.30 -2.89
C 4.81 -0.29 -1.84
F 5.19 -0.07 -3.09
H 2.21 0.29 3.38
H 2.62 2.43 4.50
H 2.23 4.57 3.31
H 1.44 4.54 0.96
H 0.99 2.38 -0.16
H 0.26 -0.86 3.27
H 0.27 -2.90 4.64
H 1.28 -4.99 3.77
H 2.27 -5.02 1.49
H 2.28 -2.97 0.12
S -3.19 1.61 2.66
C -2.75 3.02 1.75
C -3.05 4.35 2.03
C -2.61 5.32 1.15
C -1.88 4.95 0.01
C -1.58 3.63 -0.25
C -2.02 2.64 0.62
N -1.82 1.25 0.51
C -2.40 0.62 1.48
C -2.33 -0.83 1.55
C -2.96 -1.55 2.57
C -2.82 -2.92 2.62
C -2.02 -3.55 1.68
C -1.40 -2.82 0.67
C -1.57 -1.45 0.56
H -3.61 4.62 2.92
H -2.82 6.36 1.34
H -1.53 5.72 -0.68
H -0.99 3.36 -1.11
H -3.56 -1.04 3.32
H -3.31 -3.49 3.41
H -1.86 -4.63 1.74
H -0.72 -3.35 0.01
C -2.98 1.68 -2.76
P -1.21 1.25 -2.67
C -0.38 2.79 -3.24
C -0.99 0.21 -4.16
C -1.61 -1.16 -3.95
P -1.12 -1.91 -2.34
C 0.27 -3.00 -2.77
C -2.52 -3.08 -2.20
H -3.21 2.09 -3.75
H -3.21 2.42 -2.00
H -3.60 0.80 -2.57
H -0.17 2.72 -4.31
H 0.56 2.97 -2.71
H -1.04 3.65 -3.08
H 0.08 0.13 -4.36
H -1.43 0.73 -5.02
H -1.34 -1.85 -4.76
H -2.69 -1.09 -3.94
H -0.04 -3.67 -3.58
H 0.56 -3.59 -1.90
H 1.13 -2.40 -3.09
H -2.67 -3.55 -3.18
H -3.43 -2.53 -1.93
H -2.36 -3.85 -1.46
*
```

Summary:
**Kohn-Sham gap (alpha / beta)**: 8.08 / 8.07 eV
**Relative energy (zero: lowest compared OMol25 entry of this formula, charge and spin)**: 22.4 kJ/mol
**Energy**: -7388.96812 a.u.

Results of the Löwdin charge analysis, in e, for atoms 1 through 2: -0.016, 0.164

No. 6
A 5-piece molecular cluster, C37H34INO11 overall, computed with wB97M-V/def2-TZVPD.

The geometry in ORCA input format:
```
! wB97M-V def2-TZVPD RIJCOSX def2/J DEFGRID3
* xyz 0 1
C -4.01 0.93 2.50
O -3.86 0.79 1.10
C -2.86 -0.09 0.69
C -1.55 0.58 0.34
C -1.45 1.69 -0.43
C -2.60 2.41 -1.05
C -2.77 3.85 -0.51
N -3.97 3.98 0.33
C -0.11 2.30 -0.72
O -0.03 3.31 -1.40
C 1.13 1.65 -0.19
C 2.46 2.27 -0.48
C 3.00 3.18 0.64
C 3.19 2.47 1.97
I 1.73 4.88 1.00
C 0.99 0.53 0.54
C -0.32 -0.06 0.88
O -0.36 -1.05 1.60
H -5.07 1.01 2.71
H -3.63 0.08 3.05
H -3.54 1.86 2.83
H -3.20 -0.63 -0.20
H -2.64 -0.86 1.43
H -2.36 2.51 -2.11
H -3.53 1.85 -0.99
H -1.92 4.09 0.11
H -2.76 4.54 -1.35
H -4.79 4.07 -0.27
H -3.90 4.86 0.82
H 2.40 2.83 -1.41
H 3.20 1.48 -0.64
H 3.97 3.55 0.33
H 3.57 3.19 2.69
H 3.87 1.62 1.87
H 2.25 2.09 2.37
H 1.88 0.03 0.91
O -2.81 -6.41 -0.77
C -2.51 -5.31 -1.17
C -1.85 -4.32 -0.27
C -1.51 -3.12 -0.71
C -1.76 -2.71 -2.11
O -1.44 -1.60 -2.50
C -2.42 -3.68 -3.01
C -2.76 -4.89 -2.57
H -1.67 -4.65 0.75
H -1.03 -2.38 -0.07
H -2.59 -3.36 -4.02
H -3.24 -5.63 -3.21
O 4.82 -4.63 -4.42
C 3.61 -4.62 -4.49
C 2.89 -5.47 -5.47
C 1.56 -5.45 -5.55
C 0.75 -4.58 -4.67
O -0.46 -4.58 -4.72
C 1.47 -3.73 -3.70
C 2.79 -3.75 -3.61
H 3.50 -6.10 -6.10
H 1.01 -6.07 -6.25
H 0.86 -3.10 -3.06
H 3.34 -3.13 -2.91
O 2.26 10.68 5.32
C 1.58 10.01 4.57
C 1.89 8.58 4.30
C 1.14 7.86 3.48
C -0.03 8.44 2.78
O -0.71 7.78 2.03
C -0.34 9.87 3.05
C 0.41 10.60 3.87
H 2.75 8.18 4.82
H 1.35 6.82 3.27
H -1.20 10.28 2.53
H 0.20 11.64 4.08
O 1.07 -5.37 -1.34
C 1.26 -5.94 -0.28
C 2.18 -5.37 0.73
C 2.39 -5.99 1.89
C 1.70 -7.27 2.22
O 1.89 -7.83 3.27
C 0.78 -7.83 1.20
C 0.57 -7.21 0.04
H 2.67 -4.44 0.47
H 3.06 -5.60 2.65
H 0.29 -8.76 1.46
H -0.10 -7.60 -0.71
*
```

Summary:
**Kohn-Sham gap**: 7.54 eV
**SMILES string**: COCC1=C(CCN)C(=O)C(C[C@H](C)I)=CC1=O.O=C1C=CC(=O)C=C1.O=C1C=CC(=O)C=C1.O=C1C=CC(=O)C=C1.O=C1C=CC(=O)C=C1
**Energy**: -2610.22682 a.u.

Results of the Löwdin charge analysis, in e, for atoms 1 through 2: -0.085, -0.178

What is the energy in the fourth record?
-8043.17289 a.u.